Record 1
Formula: C31H31BiBrF4N3O2PSi
Source: the OMol25 dataset
Level of theory: ωB97M-V/def2-TZVPD

```
! RIJCOSX wB97M-V def2-TZVPD def2/J DEFGRID3
* xyz 1 1
Bi -14.159 4.515 -14.686
Br -13.244 0.928 -11.973
P -12.580 1.815 -15.215
Si -16.697 3.984 -16.879
F -9.201 -2.204 -12.473
F -11.333 -1.039 -11.125
F -8.728 -1.609 -14.988
F -10.270 0.336 -16.222
O -14.349 3.914 -12.666
O -15.141 7.480 -14.507
N -16.096 3.914 -15.223
N -14.988 6.451 -13.538
N -15.131 4.340 -11.622
C -9.352 4.183 -16.136
C -10.499 0.022 -14.954
C -17.020 3.801 -14.102
C -18.024 2.679 -17.038
C -18.940 3.653 -12.161
C -14.684 0.161 -15.806
C -18.998 4.690 -13.025
C -11.123 -0.734 -12.384
C -17.986 4.799 -14.020
C -15.591 5.488 -11.462
C -11.393 2.796 -16.137
C -14.042 -0.472 -18.446
C -15.187 -1.005 -17.845
C -11.018 4.437 -17.896
C -15.190 3.772 -17.954
C -15.496 -0.744 -16.515
C -10.002 -1.301 -13.067
C -17.964 2.648 -12.236
C -13.530 0.707 -16.344
C -9.750 4.748 -17.339
C -11.560 0.629 -14.304
C -17.391 5.608 -17.385
C -9.676 -0.931 -14.328
C -16.358 7.837 -12.057
C -13.180 0.398 -17.668
C -10.178 3.213 -15.534
C -17.011 2.738 -13.205
C -16.403 5.674 -10.193
C -11.749 3.454 -17.338
C -11.927 0.184 -13.014
C -15.643 6.572 -12.484
H -18.103 5.592 -14.811
H -9.076 5.415 -17.823
H -12.387 0.907 -18.217
H -17.297 7.656 -11.527
H -16.233 4.772 -9.633
H -19.656 3.539 -11.349
H -12.621 3.101 -17.841
H -17.447 5.862 -10.354
H -14.382 4.471 -17.824
H -18.106 2.509 -18.076
H -13.831 -0.805 -19.430
H -16.234 2.003 -13.258
H -11.358 4.904 -18.775
H -8.353 4.446 -15.706
H -14.930 0.362 -14.721
H -15.716 8.247 -11.284
H -9.785 2.834 -14.629
H -19.002 2.937 -16.547
H -14.678 2.802 -17.786
H -19.846 5.390 -13.061
H -16.166 -1.360 -15.979
H -15.836 -1.637 -18.430
H -17.585 1.734 -16.686
H -14.481 8.165 -14.255
H -18.328 5.968 -17.037
H -16.502 8.522 -12.886
H -16.001 6.567 -9.649
H -17.914 1.873 -11.492
H -16.675 6.496 -17.240
H -17.413 5.544 -18.477
H -15.411 3.760 -18.969
*
```

- HOMO (eV) = -11.07
- energy (eV) = -145124.49806
- HOMO-LUMO gap (eV) = 7.9088

---

Record 2
Formula: C31H31Br4IN2O2PtSb
Source: the OMol25 dataset
Level of theory: ωB97M-V/def2-TZVPD

```
! RIJCOSX wB97M-V def2-TZVPD def2/J DEFGRID3
* xyz 1 1
Pt 0.717 -0.577 -0.034
I 0.274 -0.697 3.124
Sb -1.052 1.277 -0.083
Br 3.578 5.141 -1.829
Br 6.713 4.773 -0.759
Br 7.702 1.913 0.461
Br 5.574 -0.629 0.776
O 2.882 0.269 -0.199
O 2.134 2.494 -1.478
N 4.617 -3.991 -3.763
N 1.987 -2.304 -0.164
C 5.478 3.381 -0.646
C 2.601 -2.546 -1.321
C -0.325 3.160 0.629
C -2.414 -3.422 0.882
C -2.766 -3.717 3.254
C 3.437 -3.639 -1.492
C 5.088 1.030 0.060
C -2.176 -3.231 -1.511
C 3.630 -4.518 -0.429
C -2.776 -3.803 -0.433
C -2.956 2.439 -2.262
C -2.803 0.776 1.064
C -3.504 1.994 1.658
C 3.689 1.158 -0.340
C -1.734 1.544 -2.097
C 3.240 2.456 -1.016
C -1.784 -2.741 3.502
C 4.217 3.558 -1.084
C -1.133 -2.120 2.471
C -3.069 -4.047 1.971
C 2.166 -3.145 0.858
C -0.558 2.003 -2.955
C -0.806 -1.834 -0.057
C 4.090 -3.835 -2.756
C -1.192 -2.243 -1.313
C -1.233 4.356 0.377
C 5.930 2.076 -0.078
C -1.413 -2.423 1.100
C 0.089 3.010 2.092
C 2.980 -4.261 0.763
C -3.782 -0.072 0.251
H 0.576 3.294 0.038
H -2.200 4.270 0.872
H 3.094 -4.915 1.615
H -3.804 2.100 -1.668
H -4.337 0.543 -0.460
H -0.732 -1.791 -2.183
H -0.854 2.039 -4.007
H -3.820 -4.796 1.753
H -3.266 2.437 -3.310
H -3.305 -0.877 -0.305
H -0.741 2.722 2.740
H -2.398 0.167 1.876
H 1.642 -2.903 1.774
H -0.223 3.004 -2.674
H -4.514 -0.520 0.928
H -3.882 2.659 0.878
H -0.748 5.257 0.763
H -3.265 -4.194 4.087
H -2.746 3.473 -1.989
H -2.859 2.574 2.319
H 2.427 -1.848 -2.128
H 0.482 3.959 2.467
H -1.544 -2.482 4.524
H -2.003 0.522 -2.382
H -3.538 -4.562 -0.556
H 4.275 -5.378 -0.545
H -1.406 4.511 -0.687
H -2.448 -3.524 -2.517
H -4.365 1.661 2.244
H 0.296 1.331 -2.863
H 0.870 2.255 2.203
*
```

- HOMO (eV) = -10.38
- energy relative to the best compared isomer or geometry (same formula, charge and spin) (eV) = 0.201
- energy (eV) = -337772.98389
- HOMO-LUMO gap (eV) = 5.1589

---

Record 3
Formula: C31H31BrN4O2Rh
Source: the OMol25 dataset
Level of theory: ωB97M-V/def2-TZVPD

```
! RIJCOSX wB97M-V def2-TZVPD def2/J DEFGRID3
* xyz 1 1
Rh -0.357 0.089 0.202
Br 5.290 -0.851 1.276
O 1.038 0.776 -1.118
O 9.175 -1.095 -3.143
N 3.246 -3.516 -3.932
N 0.219 -1.723 -0.632
N 1.240 -0.394 1.662
N 4.400 -3.669 -4.344
C -0.232 -2.930 -0.380
C -1.675 1.111 1.703
C 2.489 -0.547 1.204
C -2.467 -0.182 -0.033
C 6.590 -2.937 -4.834
C 7.978 -1.694 -3.329
C -2.090 1.083 -0.564
C 1.212 -3.908 -2.021
C 2.130 -0.364 3.883
C -1.121 3.305 0.472
C -1.546 1.875 0.519
C -2.500 -1.279 2.349
C -3.143 -1.248 -0.830
C 1.176 -1.538 -1.595
C 5.766 -2.368 -2.652
C 7.786 -2.308 -4.565
C 3.589 -0.617 2.040
C 6.973 -1.752 -2.362
C 1.582 -0.190 -1.827
C 5.550 -2.936 -3.903
C 9.394 -0.404 -1.925
C 2.773 -2.368 -3.229
C -2.315 1.505 -1.979
C 3.421 -0.518 3.408
C 1.730 -2.622 -2.304
C 3.129 -1.061 -3.477
C -1.473 1.665 3.072
C 2.545 0.015 -2.800
C 1.081 -0.304 2.987
C -2.161 -0.197 1.373
C 0.240 -4.058 -1.072
H 2.630 -0.621 0.139
H -1.787 0.855 -2.677
H 8.592 -2.294 -5.286
H -1.570 0.911 3.851
H -0.516 2.175 3.182
H -1.052 3.667 -0.551
H 10.375 0.052 -2.012
H -1.640 -1.587 2.945
H -3.319 -2.150 -0.249
H -1.976 2.523 -2.153
H -2.255 2.411 3.239
H 9.390 -1.091 -1.075
H -0.980 -3.020 0.397
H -2.563 -1.517 -1.713
H -3.379 1.457 -2.218
H -4.111 -0.878 -1.176
H -3.276 -0.943 3.040
H 2.844 1.029 -3.030
H 8.643 0.375 -1.773
H 5.016 -2.429 -1.876
H 3.878 -0.850 -4.228
H -0.176 -5.028 -0.840
H 0.070 -0.210 3.347
H 7.125 -1.326 -1.382
H -0.144 3.444 0.935
H 6.429 -3.440 -5.778
H -2.881 -2.165 1.844
H -1.839 3.930 1.006
H 1.931 -0.297 4.943
H 4.269 -0.567 4.077
H 1.600 -4.755 -2.571
*
```

- HOMO (eV) = -9.52
- energy relative to the best compared isomer or geometry (same formula, charge and spin) (eV) = 0.000
- energy (eV) = -115750.37062
- HOMO-LUMO gap (eV) = 6.4365